(1)
Below is a cluster of 2 separate species, H4O2 in total at a distorted geometry, with properties calculated with ωB97M-V/def2-TZVPD.

The calculation puts the molar mass at 36.0 g mol⁻¹. Its total charge is 0. As for the SMILES: O.O. For the HOMO-LUMO gap, the calculation gives 12.3 eV. Its energy relative to the best compared isomer or geometry (same formula, charge and spin) is 6.7 kcal per mole.

Each line ends with the Mulliken charge.
Element x y z (Å)
H: 2.1034 1.9865 -0.8194  0.315
H: 0.7522 1.3451 -0.9419  0.306
O: 1.2662 1.9196 -0.3953  -0.620
H: -0.7655 -1.6101 0.2998  0.302
H: -2.1213 -1.8215 0.7680  0.313
O: -1.2350 -1.8196 1.0888  -0.616


(2)
Below is a cluster of 2 separate species, C5H12N in total at a distorted geometry, with properties calculated with ωB97M-V/def2-TZVPD.

The calculation puts the molar mass at 86.2 g mol⁻¹. Its total charge is +1. For the HOMO-LUMO gap, the calculation gives 4.5 eV. Its energy relative to the best compared isomer or geometry (same formula, charge and spin) is 179.4 kcal per mole.

Each line ends with the Mulliken charge.
Element x y z (Å)
C: -2.3987 -0.5972 -1.0567  -0.778
C: -2.4964 0.3180 0.2158  -0.563
C: -1.1809 0.3890 0.9249  -0.505
C: 0.0187 0.6997 0.0473  -0.199
C: 0.8495 -0.3363 -0.1407  0.063
N: 4.6295 -0.5255 -0.1257  -0.480
H: -1.3120 -0.5449 -1.1669  0.261
H: -2.8930 -0.0025 -1.8387  0.270
H: -2.9368 -1.5226 -0.8342  0.337
H: -3.3223 -0.0298 0.8396  0.383
H: -2.7447 1.3275 -0.0188  0.346
H: -1.0424 -0.5283 1.5292  0.379
H: -1.2426 1.3045 1.6337  0.314
H: 0.3300 1.7322 0.0521  0.389
H: 2.0463 -0.1722 0.0454  0.126
H: 4.3595 -1.2661 0.4662  0.218
H: 5.4950 -0.1870 0.0112  0.188
H: 3.8413 -0.0585 -0.5838  0.250


(3)
Below is an isolated molecule of C4H7NO at a distorted geometry, with properties calculated with ωB97M-V/def2-TZVPD.

The calculation puts the molar mass at 85.1 g mol⁻¹. Its total charge is 0. As for the SMILES: C/C=N/CC=O. For the HOMO-LUMO gap, the calculation gives 10.3 eV. Its energy relative to the best compared isomer or geometry (same formula, charge and spin) is 55.9 kcal per mole.

Each line ends with the Mulliken charge.
Element x y z (Å)
C: -2.0499 -0.4958 0.7063  -0.895
C: -0.6438 -0.6743 0.2899  0.004
C: 0.9765 0.3952 -0.8185  -0.444
N: 0.0642 0.3682 0.2915  -0.441
C: 2.2256 0.8368 -0.1471  0.063
O: 3.2075 0.1437 -0.0627  -0.469
H: -2.2326 -0.8852 1.7005  0.256
H: -2.6824 -0.9921 -0.0360  0.276
H: -2.2346 0.5825 0.6675  0.284
H: -0.2977 -1.6148 -0.1675  0.363
H: 1.1084 -0.5581 -1.3504  0.396
H: 0.4777 1.1127 -1.4880  0.284
H: 2.0812 1.7812 0.4145  0.324


(4)
Below is a structure of composition C13H37N8Na2O7 at a distorted geometry, with properties calculated with ωB97M-V/def2-TZVPD.

The calculation puts the molar mass at 463.5 g mol⁻¹. Its total charge is +1. For the HOMO-LUMO gap, the calculation gives 6.3 eV.

Each line ends with the Mulliken charge.
Element x y z (Å)
Na: -2.1438 -2.4418 2.2627  1.072
Na: 0.8915 -2.2590 3.0018  0.869
C: 0.3553 0.3939 0.5437  -0.660
C: 0.4360 -0.8888 1.4332  0.431
O: -0.5709 -1.3797 1.9877  -0.987
O: 1.5560 -1.4615 1.5178  -0.824
H: 0.6019 0.0459 -0.4594  -1.735
H: 1.0114 1.2144 0.8342  1.114
H: -0.6608 0.7178 0.3184  0.389
C: -3.3952 4.7331 -0.0522  -1.364
C: -3.2105 3.1280 0.2700  -0.376
C: -1.8268 2.5714 -0.0562  2.558
O: -1.6234 2.4357 -1.4703  -0.404
C: -0.3997 1.7553 -1.8328  -0.974
N: -3.4226 2.8537 1.6894  -0.313
H: -4.4697 4.9101 -0.0051  0.385
H: -2.9992 4.9364 -1.0471  0.366
H: -2.8396 5.4132 0.5935  0.365
H: -3.8397 2.4450 -0.3008  0.400
H: -1.7863 1.6385 0.5061  -0.912
H: -1.2310 3.3147 0.4737  0.370
H: -0.3110 0.6800 -1.6782  0.549
H: 0.5201 2.0765 -1.3440  0.365
H: -0.3108 1.9644 -2.8988  0.394
H: -4.3989 2.9541 1.9277  0.331
H: -2.9108 3.6058 2.1280  0.293
C: 0.4510 -2.8044 -4.1735  -1.391
C: 1.4061 -3.9379 -3.9292  0.413
C: 1.5633 -4.0597 -2.3540  -0.696
O: 2.2973 -3.0480 -1.6554  -0.265
C: 1.6201 -2.0077 -1.0468  -0.654
N: 0.7616 -5.1757 -4.4751  -0.711
H: -0.4531 -2.8312 -3.5653  0.309
H: 0.1240 -2.8964 -5.2093  0.481
H: 0.9510 -1.8615 -3.9521  0.271
H: 2.3533 -3.9194 -4.4683  0.359
H: 1.9984 -5.0260 -2.0989  0.302
H: 0.5124 -4.1044 -2.0682  0.360
H: 1.8100 -1.8340 0.0124  0.325
H: 0.5470 -2.1207 -1.2009  0.198
H: 1.8753 -1.0273 -1.4491  0.279
H: -0.1443 -5.2080 -4.0298  0.253
H: 1.2318 -6.0382 -4.2404  0.250
C: -3.0847 -0.0715 1.8688  0.002
O: -3.4981 -1.2362 1.8202  -0.987
N: -1.9015 0.4129 1.9694  -0.631
N: -3.9382 0.8779 1.8165  -0.548
H: -1.6498 1.3767 2.1368  0.533
H: -1.1069 -0.2074 1.9070  0.262
H: -4.8783 0.6409 1.5336  0.199
H: -3.5720 1.7713 1.5202  0.394
C: 3.4492 -0.5730 -0.8889  0.242
O: 3.9610 -0.7149 -1.9738  -0.640
N: 3.8800 -1.2976 0.1558  -0.217
N: 2.5229 0.2117 -0.4095  -0.477
H: 3.4639 -1.1379 1.0622  0.240
H: 4.6152 -1.9558 -0.0592  0.231
H: 2.0404 0.8642 -1.0108  0.084
H: 2.0493 -0.2492 0.3543  0.453
C: 2.3497 2.1135 3.7120  0.477
O: 3.3329 2.6286 4.1613  -0.653
N: 1.1784 2.5408 4.0056  -0.379
N: 2.3823 0.9317 3.1682  -0.262
H: 1.1230 2.8792 4.9556  0.268
H: 0.5266 1.8026 3.7813  0.179
H: 1.5814 0.5179 2.7126  0.269
H: 3.2465 0.4173 3.2615  0.175


(5)
Below is an isolated molecule of C5H7N, with properties calculated with ωB97M-V/def2-TZVPD.

The calculation puts the molar mass at 81.1 g mol⁻¹. Its total charge is 0. As for the SMILES: C1[C@@H]2[C@H]1[C@@H]1N[C@H]21. For the HOMO-LUMO gap, the calculation gives 9.9 eV. Its energy relative to the best compared isomer or geometry (same formula, charge and spin) is 82.3 kcal per mole.

Each line ends with the Mulliken charge.
Element x y z (Å)
C: -0.1085 0.8845 -1.0848  -0.728
C: -1.0211 0.1243 -0.1975  -0.088
C: 0.1779 -0.5717 -0.8343  -0.268
C: 0.7200 -0.8949 0.5811  -0.300
N: 1.0084 0.2583 1.3892  -0.597
C: -0.3879 -0.1483 1.2006  -0.309
H: -0.5153 1.0383 -2.0813  0.257
H: 0.4794 1.7240 -0.7219  0.177
H: -2.0945 0.0737 -0.3660  0.408
H: 0.3059 -1.2622 -1.6611  0.418
H: 1.0966 -1.8709 0.8629  0.390
H: 1.3232 1.0588 0.8454  0.258
H: -0.9842 -0.4139 2.0676  0.383


(6)
Below is a structure of composition C29H48B3BrN10O7 at a distorted geometry, with properties calculated with ωB97M-V/def2-TZVPD.

The calculation puts the molar mass at 761.1 g mol⁻¹. Its total charge is 0. For the HOMO-LUMO gap, the calculation gives 9.2 eV.

Each line ends with the Mulliken charge.
Element x y z (Å)
C: 3.9241 1.7554 -1.7976  -1.083
C: 5.3467 1.2235 -1.9538  0.250
O: 6.2000 1.9648 -1.0700  -0.601
C: 5.5131 -0.2626 -1.6385  -0.635
O: 5.2053 -0.5102 -0.2594  -0.426
B: 4.0874 -1.2449 -0.0157  0.559
O: 4.0005 -1.8877 1.2419  -0.264
B: 2.8467 -1.3754 1.8234  -0.196
C: 2.7675 -0.6028 3.1909  -0.253
C: 2.3980 0.8674 2.8501  0.804
O: 3.1522 1.7848 3.6880  -0.382
C: 3.1981 2.9655 2.9791  0.145
O: 2.2542 3.6919 2.9233  -0.468
O: 1.6506 -1.5019 1.1099  0.041
B: 1.8401 -0.9311 -0.1429  -0.056
C: 0.9333 0.1935 -0.7736  -0.542
C: -0.5686 -0.1397 -0.8268  0.315
C: -1.2881 1.1334 -1.4462  -1.643
Br: -1.2911 -0.3729 0.9787  -0.278
O: 2.9820 -1.3871 -0.8549  -0.314
H: 3.3143 1.4069 -2.6345  0.372
H: 3.9745 2.8489 -1.8882  0.476
H: 3.4835 1.5444 -0.8206  0.011
H: 5.7363 1.4277 -2.9599  0.345
H: 5.6594 2.4937 -0.4783  0.334
H: 4.9944 -0.9271 -2.3354  0.354
H: 6.5851 -0.4715 -1.7470  0.402
H: 1.9235 -1.0198 3.7536  0.231
H: 3.6895 -0.5950 3.7747  0.096
H: 2.7002 1.0537 1.8033  -0.708
H: 1.3259 1.0697 2.9206  0.361
H: 4.1175 3.2164 2.4250  0.405
H: 1.2640 0.3462 -1.8078  0.166
H: 1.1002 1.1477 -0.2623  0.198
H: -0.7191 -1.0157 -1.4770  0.575
H: -0.9182 2.0101 -0.9233  0.558
H: -0.9024 1.2147 -2.4683  0.292
H: -2.3717 1.0326 -1.3996  0.463
C: -2.6358 -2.8807 4.0511  -0.324
C: -2.1440 -1.4842 4.0161  0.255
N: -1.7567 -0.4038 3.9762  -0.523
H: -3.1058 -3.0563 5.0142  0.406
H: -3.3567 -3.0257 3.2578  -0.055
H: -1.8016 -3.5425 3.9240  0.376
C: -4.8173 -0.9992 -2.4167  -0.483
C: -3.4060 -1.2043 -2.7187  0.507
N: -2.2928 -1.3681 -2.9495  -0.478
H: -5.4312 -1.4519 -3.1933  0.385
H: -5.0628 -1.4578 -1.4622  -0.094
H: -5.0287 0.0720 -2.3686  0.161
C: 4.3123 -0.6775 6.8320  -0.452
C: 3.4365 -1.8085 7.1337  0.385
N: 2.7490 -2.6963 7.3706  -0.431
H: 3.7916 0.0342 6.1940  -0.039
H: 4.6065 -0.1790 7.7540  0.316
H: 5.2058 -1.0255 6.3166  0.312
C: -1.3514 -2.3919 -6.1127  -0.507
C: -1.9042 -2.0679 -7.4275  0.296
N: -2.3418 -1.8127 -8.4576  -0.393
H: -0.5327 -1.7145 -5.8784  0.230
H: -2.1213 -2.2889 -5.3512  0.049
H: -0.9788 -3.4145 -6.1077  0.308
C: 1.1741 5.5236 -2.5532  -0.847
C: 1.0115 4.1374 -2.1237  0.381
N: 0.8723 3.0467 -1.7930  -0.221
H: 0.6029 6.1813 -1.9010  0.270
H: 2.2254 5.8053 -2.5107  0.342
H: 0.8134 5.6351 -3.5715  0.038
C: -0.2048 5.3939 -7.0537  -0.785
C: -0.8692 5.3362 -5.7516  0.424
N: -1.3924 5.2919 -4.7303  -0.436
H: -0.1219 4.3921 -7.4708  0.277
H: -0.7813 6.0171 -7.7345  0.286
H: 0.7920 5.8166 -6.9417  0.289
C: -3.9823 -7.6125 4.0229  -0.871
C: -3.4203 -6.2663 3.9255  0.273
N: -2.9795 -5.2076 3.8513  -0.286
H: -4.4537 -7.7460 4.9947  0.270
H: -4.7262 -7.7602 3.2423  0.272
H: -3.1915 -8.3509 3.9058  0.279
C: 1.1031 1.1133 6.3736  0.336
C: 0.5706 1.9685 7.4331  0.058
N: 0.1542 2.6414 8.2643  -0.424
H: 1.6879 0.3069 6.8101  -0.080
H: 0.2831 0.6835 5.7978  0.079
H: 1.7384 1.6969 5.7083  -0.003
C: -5.9867 -3.7673 1.3184  -0.467
C: -6.5536 -3.4576 0.0065  0.314
N: -6.9955 -3.2155 -1.0247  -0.401
H: -5.1718 -3.0796 1.5386  0.050
H: -6.7532 -3.6688 2.0847  0.303
H: -5.6040 -4.7861 1.3241  0.212
C: -3.7651 2.1296 -5.4888  -0.664
C: -4.4547 2.0568 -4.2030  0.450
N: -4.9899 1.9963 -3.1897  -0.533
H: -3.6993 1.1364 -5.9307  0.231
H: -4.3122 2.7849 -6.1639  0.332
H: -2.7609 2.5242 -5.3426  0.141


no.,HOMO energy (Ha)
1,-0.430
2,-0.486
3,-0.343
4,-0.398
5,-0.320
6,-0.335